No. 1
5 unconnected molecules or ions with the total composition C5H20N10O5 at a distorted geometry, computed with wB97M-V/def2-TZVPD.

XYZ file:
```
40
Properties=species:S:1:pos:R:3:forces:R:3:mulliken_charge:R:1
O 1.08611 2.89470 1.76426 1.912 -0.753 -0.820 -0.70
O 1.90373 -5.13097 -1.21932 -2.905 -0.748 1.095 -0.60
O 6.75664 3.60937 0.59235 -0.281 0.608 0.781 -0.63
O -6.64763 0.56207 2.15560 -0.073 0.982 -1.526 -0.66
O -3.63562 -3.09244 -3.29440 0.865 -1.637 -1.943 -0.69
N -3.57628 -1.32074 -2.11947 2.422 4.522 2.751 -0.37
N 7.93422 4.85841 -0.81811 5.130 -0.564 -2.030 -0.38
N -5.98742 0.47440 4.26894 1.983 1.573 3.775 -0.41
N -7.26966 -1.05347 3.47870 -3.153 -4.800 1.319 -0.38
N 1.39463 1.27391 0.19093 2.740 -0.797 -3.974 -0.41
N 6.08810 5.67168 -0.23087 -2.349 0.317 1.779 -0.40
N -5.49052 -2.30991 -2.50676 -7.551 0.832 1.516 -0.35
N 0.32721 0.91421 2.02170 -2.946 -5.503 3.277 -0.34
N 3.95601 -4.64406 -1.51652 6.948 -0.418 1.245 -0.40
N 2.44763 -3.51684 -2.71348 -1.212 1.034 -1.645 -0.41
C 2.71805 -4.46128 -1.77492 -2.384 0.467 -1.440 0.56
C -4.25062 -2.24301 -2.68652 4.522 -3.430 -2.495 0.59
C 6.94305 4.66482 0.00953 -1.277 -1.125 -1.144 0.66
C 1.09283 1.69954 1.37918 -1.886 6.596 1.758 0.59
C -6.68840 0.05048 3.25268 2.162 2.694 -3.325 0.66
H -5.82922 -1.63911 -1.83193 -0.669 -0.085 -0.283 0.19
H -2.58196 -1.34264 -2.29540 -0.307 0.185 0.262 0.22
H 4.67717 -4.71683 -2.21988 -0.311 0.547 -0.075 0.20
H 3.04760 -2.80935 -3.11298 0.456 -0.539 0.576 0.20
H -5.92980 -0.15104 5.05990 0.378 0.424 -0.065 0.16
H -4.02471 -0.51517 -1.70708 0.470 -0.007 -0.068 0.18
H 0.15413 -0.00475 1.64006 -0.096 0.021 0.336 0.16
H 6.41018 6.50813 -0.69642 -0.766 -0.192 0.448 0.18
H 5.20948 5.51296 0.24127 -0.143 1.057 -0.238 0.23
H 1.61947 0.29724 0.06587 -0.018 0.090 -0.022 0.23
H 1.57946 -3.58555 -3.22498 -0.055 -0.177 0.478 0.23
H 8.66906 4.16644 -0.85426 -0.114 0.173 0.117 0.20
H 2.02400 1.89624 -0.29559 -0.054 -0.097 -0.154 0.25
H -7.61569 -1.57874 2.68848 -0.370 0.105 0.592 0.22
H -7.46110 -1.23047 4.45447 -0.415 -0.937 -0.572 0.19
H -0.02421 1.07036 2.95563 0.358 0.432 -0.408 0.21
H -6.10797 -2.51899 -3.27823 0.241 -0.341 0.294 0.23
H 4.22024 -5.12893 -0.67084 -0.538 -0.150 -0.220 0.23
H 8.11617 5.70507 -1.33787 -0.215 -0.296 0.284 0.14
H -5.25451 1.16440 4.18622 -0.498 -0.062 -0.237 0.23
```
Forces are in eV/Å.

Computed properties:
Kohn-Sham gap, hartree: 0.350
Maximum force, eV/Å: 7.75
LUMO, eV: 0.283
SMILES: NC(N)=O.NC(N)=O.NC(N)=O.NC(N)=O.NC(N)=O
Highest occupied orbital energy, eV: -9.247

=====

No. 2
A molecular structure, C5H20N10O5Tl at a distorted geometry, computed with wB97M-V/def2-TZVPD.

XYZ file:
```
41
Properties=species:S:1:pos:R:3:forces:R:3:mulliken_charge:R:1
Tl -0.21143 -2.18554 -0.34071 0.153 1.284 0.298 1.17
O 1.87257 -0.75889 1.12306 -3.394 -0.640 -0.479 -0.34
O -0.95328 -0.98964 2.28613 0.631 0.840 -5.579 -0.43
O -1.94243 -0.71998 -2.25954 5.035 -0.189 3.134 -0.49
O 1.73566 -0.58101 -1.87581 -2.880 -8.448 2.812 -0.40
O -0.35129 0.61798 0.05014 3.184 -3.077 -1.233 -0.32
N -1.90672 2.04372 -0.49387 -2.600 0.902 -3.746 -0.37
N -1.06577 2.13636 1.47891 2.109 0.150 2.629 -0.38
N 3.59720 -0.14794 2.42243 0.979 2.223 4.568 -0.37
N 3.99252 -0.80748 0.46626 -0.165 -1.343 -2.958 -0.34
N -3.14400 0.50077 -3.66371 0.075 2.371 -1.087 -0.37
N -3.83713 -1.46498 -3.04041 -2.005 -1.880 0.032 -0.39
N 2.88728 0.45377 -3.34859 2.416 -0.111 -3.906 -0.37
N -0.37264 -0.90447 4.37097 1.354 0.772 0.746 -0.36
N -2.19738 -2.06099 3.79573 -0.790 -1.098 -0.361 -0.44
N 1.92571 1.50537 -1.64993 -0.487 2.677 1.351 -0.28
C 2.17419 0.40849 -2.29845 0.395 4.168 -0.717 0.60
C 3.05234 -0.60739 1.36347 1.518 0.262 -1.239 0.55
C -1.05522 1.56901 0.32352 -2.153 0.957 0.925 0.66
C -1.16247 -1.32298 3.41407 -1.029 -0.991 3.454 0.65
C -2.89356 -0.57550 -2.95692 -2.190 0.144 -1.376 0.70
H -4.05461 0.57784 -4.09378 0.402 0.491 -0.272 0.17
H 3.38306 1.28689 -3.63181 0.160 -0.274 -0.169 0.20
H -3.78793 -2.25468 -2.41268 -0.513 0.037 -0.284 0.22
H 0.35242 -0.30302 4.00675 0.197 -0.083 0.991 0.22
H 1.47008 1.23919 -0.78874 -0.164 1.227 0.368 0.20
H 2.97425 -0.41372 -3.85851 0.334 0.241 -0.319 0.28
H -0.24384 1.75679 1.92664 -0.506 0.738 1.638 0.24
H -2.10321 -2.52116 4.68986 -0.441 -0.253 -0.115 0.23
H 3.58852 -1.24147 -0.35138 1.118 -0.173 -0.500 0.23
H -0.58285 -1.10275 5.33875 0.459 0.513 0.035 0.21
H -2.62069 -2.57048 3.03327 -0.415 -0.126 0.415 0.26
H -2.43209 1.20102 -3.81513 -0.304 -0.100 -0.159 0.24
H -1.86350 2.62335 1.86175 0.451 -0.030 0.341 0.24
H -2.31255 2.95033 -0.31096 -0.146 -0.086 -0.472 0.19
H -2.10096 1.50483 -1.32572 -0.227 0.296 -0.132 0.13
H 4.96696 -0.64219 0.67422 -0.052 -0.450 -0.756 0.20
H 4.58756 0.01594 2.31094 -0.175 0.282 0.971 0.18
H -4.69876 -1.11741 -3.43650 -0.307 -1.033 0.184 0.19
H 2.22725 2.40140 -2.00531 -0.104 0.165 0.737 0.20
H 3.10668 0.50048 3.02164 0.079 -0.355 0.233 0.25
```
Forces are in eV/Å.

Computed properties:
Kohn-Sham gap, hartree: 0.110
Net charge: +3
Maximum force, eV/Å: 9.36
LUMO, eV: -15.585
Highest occupied orbital energy, eV: -18.565

=====

No. 3
4 unconnected molecules or ions with the total composition C5H20N2O3 at a distorted geometry, computed with wB97M-V/def2-TZVPD.

XYZ file:
```
30
Properties=species:S:1:pos:R:3:forces:R:3:mulliken_charge:R:1
O 0.96686 0.91707 3.44540 -0.756 0.000 -0.054 -0.75
O 1.79374 0.31815 0.98626 0.232 0.523 0.949 -0.75
O -1.59510 0.73063 2.50832 -0.332 -0.326 0.583 -0.81
N 2.11287 -1.70919 -0.88724 0.262 -0.082 -0.408 -0.53
N -0.76478 1.65037 0.16621 -1.003 -1.231 -0.491 -0.47
C 0.23923 -0.80714 -2.20611 -0.889 0.172 -0.029 -0.53
C 1.34714 -1.82906 -2.12725 -0.013 -1.386 -0.372 -0.74
C -1.56799 1.37383 -1.04286 0.791 1.621 -0.267 -0.82
C -0.85651 -1.07505 -1.15223 0.212 0.871 -0.129 -0.54
C -2.00879 -0.06688 -1.21323 -0.372 0.197 -0.206 -0.52
H 1.44638 0.56700 1.88469 0.241 -0.330 -0.372 0.33
H -0.68342 2.63083 0.37144 0.550 0.067 -0.215 0.25
H -2.79903 -0.28763 -0.48234 0.228 -0.189 -0.062 0.31
H -1.55140 1.07433 1.58339 0.342 0.055 -0.298 0.42
H 1.89866 -1.86954 -3.07583 0.736 0.914 0.387 0.39
H -0.43912 -1.00567 -0.14068 0.021 -0.594 -0.098 0.22
H 2.73905 0.24817 1.18247 -0.152 -0.004 -0.341 0.27
H 0.80891 0.21589 4.08819 0.329 0.007 0.056 0.31
H -1.23437 -2.06928 -1.39856 -0.015 -0.071 0.562 0.34
H 1.02124 -2.88706 -2.18286 -0.921 0.414 0.298 0.25
H -1.82353 -0.20274 2.42887 -0.015 0.097 0.039 0.32
H -1.04650 1.70792 -1.96304 0.120 -0.335 0.292 0.36
H 0.05760 0.99029 3.05043 0.116 0.111 0.364 0.47
H -2.46695 -0.13236 -2.20991 -0.091 0.001 0.179 0.35
H 0.08314 1.10026 0.18215 0.445 0.654 0.059 0.20
H 0.67893 0.19395 -2.13380 0.024 -0.080 0.309 0.26
H -2.35489 2.12348 -0.96568 -0.726 -0.532 -0.160 0.42
H -0.29787 -0.77995 -3.16499 0.345 -0.361 -0.116 0.44
H 3.09272 -1.55846 -1.07350 -0.001 0.180 0.155 0.23
H 1.75104 -1.01368 -0.22876 0.290 -0.361 -0.613 0.32
```
Forces are in eV/Å.

Computed properties:
Kohn-Sham gap, hartree: 0.338
Maximum force, eV/Å: 1.82
LUMO, eV: 0.754
SMILES: NCCCCCN.O.O.O
Highest occupied orbital energy, eV: -8.455

=====

No. 4
5 unconnected molecules or ions with the total composition C5H20N2O5 at a distorted geometry, computed with wB97M-V/def2-TZVPD.

XYZ file:
```
32
Properties=species:S:1:pos:R:3:forces:R:3:mulliken_charge:R:1
O 3.83194 9.67931 2.78306 -0.455 0.185 -0.111 -0.61
O 7.02346 4.96009 4.27665 0.513 -0.899 0.077 -0.60
O 5.85043 5.95648 6.29237 -0.198 0.155 -0.106 -0.52
O 7.88702 14.55065 6.02762 -0.574 -0.667 -0.052 -0.53
O 7.14664 8.44299 6.22682 0.257 1.578 0.735 -0.52
N 4.56959 8.13295 4.33065 -0.414 0.057 -0.585 -0.26
N 5.49701 10.20465 4.36854 -0.532 -0.708 -0.158 -0.27
C 4.88370 5.16612 6.96576 -0.556 0.104 -1.238 -0.72
C 8.23655 5.66911 4.19539 0.183 1.241 -1.191 -0.59
C 4.52771 9.37592 3.71408 2.053 0.259 0.934 0.41
C 6.96129 13.84221 5.16303 1.148 0.491 0.171 -0.42
C 6.73826 9.20732 7.42507 -0.262 0.173 -2.096 -0.55
H 4.09759 7.35495 3.86912 0.333 0.594 0.439 0.21
H 8.85127 5.38982 4.98485 0.858 -0.470 1.685 0.29
H 4.66619 5.55290 7.94204 0.164 0.202 0.509 0.28
H 6.52445 13.12748 5.85775 -0.446 0.010 -0.368 0.15
H 6.20288 5.41406 5.53769 -0.093 0.539 0.618 0.38
H 3.91859 5.11071 6.41032 0.507 0.186 0.220 0.26
H 5.67792 9.02116 7.57717 -0.028 -0.083 0.446 0.29
H 6.22500 14.53133 4.70331 0.232 -0.531 0.327 0.28
H 6.87000 7.52899 6.30862 -0.337 -0.519 0.580 0.38
H 6.82770 10.29479 7.19403 0.126 -0.889 -0.027 0.13
H 5.29325 7.97952 5.02567 -0.466 -0.318 -0.200 0.26
H 8.28960 15.29976 5.60050 0.041 0.272 -0.501 0.29
H 5.85052 11.08417 4.04071 -0.748 0.146 -0.767 0.20
H 7.35371 8.98604 8.27480 0.217 -0.330 0.432 0.31
H 8.82621 5.45421 3.30103 -0.378 -0.152 -0.252 0.31
H 6.26735 9.65758 4.70907 0.183 -0.161 0.478 0.17
H 8.05948 6.75114 4.23390 0.092 -0.125 0.081 0.20
H 5.28653 4.17724 6.99383 -0.011 -0.914 0.566 0.28
H 6.50968 5.28106 3.55943 -0.997 0.170 -1.066 0.32
H 7.51433 13.28352 4.36996 -0.416 0.404 0.421 0.22
```
Forces are in eV/Å.

Computed properties:
Kohn-Sham gap, hartree: 0.366
Maximum force, eV/Å: 2.27
LUMO, eV: 0.423
SMILES: NC(N)=O.CO.CO.CO.CO
Highest occupied orbital energy, eV: -9.531